1.
40
Properties=species:S:1:pos:R:3:lowdin_charge:R:1 method="wB97M-V/def2-TZVPD" de_lowest_kj_mol=119.70 total_energy_ev=-27119.42985 total_charge=0 spin_multiplicity=1 e_lumo_ev=-0.494 homo_lumo_gap_ev=9.1
He -17.875 -2.001 -12.232 0.192
O -14.070 -3.034 -11.852 -0.064
H -14.405 -2.407 -11.210 -0.016
H -14.831 -3.259 -12.388 -0.025
O -20.543 -3.541 -14.121 -0.050
H -20.722 -4.251 -14.737 0.074
H -20.086 -2.880 -14.642 -0.019
O -19.923 -1.201 -10.581 -0.066
H -20.629 -1.622 -11.073 -0.006
H -20.194 -0.286 -10.509 0.047
O -18.696 -4.941 -12.426 -0.041
H -18.866 -5.820 -12.088 0.071
H -19.550 -4.630 -12.727 0.023
O -17.202 -0.403 -10.024 -0.054
H -17.414 0.527 -9.941 0.066
H -18.005 -0.804 -10.354 -0.015
O -19.288 -1.542 -15.122 -0.016
H -19.477 -1.603 -16.058 0.087
H -18.401 -1.892 -15.033 0.030
O -15.813 -0.346 -12.605 -0.057
H -16.441 -0.238 -11.891 -0.020
H -15.137 0.310 -12.432 0.057
O -21.986 -2.695 -11.990 -0.047
H -21.648 -2.706 -12.886 -0.002
H -22.083 -3.619 -11.759 0.048
O -16.280 -1.853 -15.027 -0.035
H -16.346 -1.106 -14.432 0.009
H -16.646 -1.535 -15.852 0.043
O -18.081 -5.111 -9.327 -0.047
H -18.194 -5.044 -10.275 -0.015
H -17.436 -4.436 -9.114 0.033
O -14.662 -1.367 -9.085 -0.047
H -15.501 -0.975 -9.327 -0.023
H -14.668 -1.376 -8.128 0.035
O -20.511 0.964 -13.939 -0.052
H -19.873 1.588 -14.285 0.029
H -20.237 0.118 -14.293 -0.018
O -16.311 -4.307 -13.314 -0.064
H -16.584 -3.605 -13.905 -0.016
H -17.131 -4.685 -12.995 -0.031


2.
42
Properties=species:S:1:pos:R:3:lowdin_charge:R:1 method="wB97M-V/def2-TZVPD" de_lowest_kj_mol=125.83 total_energy_ev=-32061.00786 total_charge=0 spin_multiplicity=1 e_lumo_ev=-0.469 homo_lumo_gap_ev=7.6
N 38.009 39.840 8.114 0.211
H 37.391 40.142 7.281 0.117
H 38.413 38.775 8.127 0.177
H 37.256 40.019 8.681 -0.014
H 38.933 40.685 8.230 0.264
N 35.741 38.421 11.323 -0.659
O 36.168 37.354 11.780 -0.045
O 36.607 39.350 11.085 -0.146
O 34.643 38.739 11.522 0.038
O 39.468 36.462 6.537 -0.053
H 40.314 36.468 7.015 0.039
H 38.813 35.909 6.947 0.007
O 34.820 40.673 6.515 -0.039
H 35.287 40.532 5.715 0.013
H 34.801 39.849 7.022 -0.005
O 39.086 40.979 11.397 -0.023
H 38.193 40.560 11.236 0.039
H 38.984 41.672 11.951 -0.013
O 36.890 41.950 8.895 -0.044
H 36.631 41.940 9.792 0.025
H 36.980 42.924 8.820 0.086
O 37.259 36.297 8.403 -0.091
H 36.616 35.671 7.968 0.095
H 37.552 35.843 9.255 0.101
O 40.589 37.480 9.203 -0.134
H 40.084 36.848 9.754 0.071
H 40.855 38.408 9.669 0.084
O 41.067 39.047 7.004 -0.116
H 41.865 39.017 6.409 0.095
H 41.095 38.369 7.762 0.029
O 41.418 39.701 10.786 -0.044
H 40.674 40.227 10.574 -0.024
H 42.215 40.270 10.857 0.087
O 38.311 41.717 5.537 -0.053
H 38.796 42.470 5.908 0.047
H 38.491 41.670 4.601 0.040
O 35.068 38.165 8.030 0.020
H 35.736 37.681 8.468 -0.016
H 34.693 38.784 8.543 -0.022
O 39.202 38.852 5.075 -0.073
H 39.114 37.970 5.222 -0.071
H 39.850 39.245 5.727 0.004